(1)
{
  "formula": "C4H29NO14",
  "method": "the ωB97M-V functional and the def2-TZVPD basis",
  "smiles": "O=CNC(=O)CCO.O.O.O.O.O.O.O.O.O.O.O",
  "e_tot_ev": -34771.6018,
  "e_lumo_ev": -0.06,
  "de_lowest_kj_mol": 520.5,
  "e_homo_ev": -10.1,
  "charge": 0,
  "species": ["O", "C", "N", "C", "O", "C", "C", "O", "H", "H", "H", "H", "H", "H", "H", "O", "H", "H", "O", "H", "H", "O", "H", "H", "O", "H", "H", "O", "H", "H", "O", "H", "H", "O", "H", "H", "O", "H", "H", "O", "H", "H", "O", "H", "H", "O", "H", "H"],
  "positions_angstrom": [[1.760, 2.785, 1.677], [0.895, 2.325, 0.997], [0.698, 0.919, 0.938], [0.037, 0.082, 0.008], [-0.256, -1.030, 0.451], [-0.679, 0.817, -1.068], [0.173, 0.993, -2.382], [-0.416, 2.112, -3.122], [0.225, 2.921, 0.374], [0.936, 0.283, 1.728], [-1.051, 1.700, -0.654], [-1.527, 0.180, -1.135], [1.209, 1.236, -2.315], [0.120, 0.142, -3.054], [-1.273, 1.858, -3.548], [-2.996, 0.508, 2.326], [-3.572, -0.115, 2.806], [-2.343, 0.306, 2.936], [-3.607, 0.751, -0.176], [-3.034, 0.834, 0.531], [-4.380, 1.286, 0.156], [1.052, 3.770, -1.269], [0.523, 3.421, -1.880], [1.467, 4.521, -1.799], [4.029, -0.334, 0.838], [3.557, -1.132, 0.674], [3.764, 0.301, 0.158], [-1.149, -2.611, 3.281], [-0.413, -2.577, 3.894], [-0.680, -2.544, 2.448], [0.490, -4.252, 0.344], [-0.221, -4.681, 0.870], [0.009, -3.969, -0.413], [-3.785, -1.697, -1.015], [-3.786, -0.852, -0.518], [-4.485, -1.473, -1.669], [3.081, 1.896, -0.923], [3.401, 2.581, -0.350], [2.217, 2.029, -1.372], [2.641, -0.382, 3.102], [2.037, -0.351, 2.328], [3.276, 0.139, 2.669], [-1.141, -2.469, -1.416], [-1.339, -1.526, -1.202], [-1.818, -2.873, -0.844], [2.095, -1.544, -1.014], [2.910, -2.121, -1.359], [1.350, -2.164, -1.032]],
  "forces_ev_per_angstrom": [[0.071, 0.486, 0.497], [0.147, -1.528, -0.012], [-0.073, -1.373, -0.147], [-0.976, 1.066, 4.199], [0.825, 1.236, -1.031], [2.378, -2.225, -1.576], [-2.994, 0.725, -0.791], [-0.446, -0.341, -0.254], [-0.029, -0.159, 0.166], [-0.171, 1.738, -0.710], [-0.177, 1.728, 0.263], [-0.967, -0.142, -1.278], [0.441, -0.026, 0.526], [-0.001, -0.525, 0.404], [1.219, 0.128, 0.738], [-2.153, -0.501, 0.070], [-1.116, 0.203, -1.119], [3.561, 0.219, 1.472], [-3.367, 1.574, -1.951], [2.054, -0.050, 2.648], [1.023, -0.887, -0.730], [4.243, 4.296, 2.077], [-4.001, -2.465, -4.126], [-0.552, -1.306, 1.318], [1.032, 1.188, 0.182], [-0.716, -0.813, -0.347], [-0.208, -0.129, -0.216], [0.027, 0.116, 0.019], [0.076, -0.043, 0.493], [-0.055, 0.089, -0.655], [-0.326, -1.012, 1.615], [0.892, 0.291, -0.267], [-0.537, 0.755, -1.280], [-1.165, 0.450, -0.562], [0.193, -0.323, 0.039], [0.732, -0.657, 0.394], [0.065, -1.912, -1.169], [-0.694, 0.929, 0.140], [1.431, 1.010, 1.301], [-2.549, -0.751, 0.062], [0.649, -0.981, 1.169], [2.331, 1.113, -0.544], [-0.631, 0.261, -0.044], [0.469, -1.471, -0.362], [0.105, 0.051, -0.535], [2.694, -1.979, -1.301], [-2.762, 1.926, 1.050], [0.006, 0.024, 0.164]]
}


(2)
{
  "formula": "C4H5InO2",
  "method": "the ωB97M-V functional and the def2-TZVPD basis",
  "multiplicity": 2,
  "e_tot_ev": -13457.0896,
  "e_lumo_ev": [-13.13, -17.76],
  "de_lowest_kj_mol": 109.9,
  "e_homo_ev": [-22.4, -22.1],
  "charge": 3,
  "species": ["H", "C", "C", "O", "In", "H", "O", "C", "C", "H", "H", "H"],
  "positions_angstrom": [[-0.687, 1.720, 1.165], [-1.669, 1.841, 0.476], [-1.773, 0.514, 0.578], [-2.189, -0.481, 1.068], [-1.770, -2.407, 1.437], [-1.339, 2.268, -0.474], [-4.021, 4.506, 0.294], [-3.195, 4.069, 1.084], [-2.498, 3.992, 2.184], [-3.805, 4.396, -0.659], [-2.849, 3.316, 2.972], [-1.608, 4.618, 2.303]],
  "forces_ev_per_angstrom": [[-1.374, 1.114, -0.490], [3.616, -3.333, 0.017], [-0.908, 2.775, -0.313], [-0.845, 0.816, 0.135], [0.572, -2.846, 0.374], [-0.525, 0.471, 0.013], [0.626, 0.088, -0.099], [0.327, 1.399, 1.665], [-1.133, -0.214, -0.767], [-0.533, -0.297, -0.391], [0.317, -0.047, -0.159], [-0.140, 0.075, 0.014]]
}


(3)
{
  "formula": "C2H9NS",
  "method": "the ωB97M-V functional and the def2-TZVPD basis",
  "e_tot_ev": -14543.8820,
  "e_lumo_ev": 0.57,
  "de_lowest_kj_mol": 136.2,
  "e_homo_ev": -8.0,
  "charge": 0,
  "species": ["S", "H", "C", "C", "N", "H", "H", "H", "H", "H", "H", "H", "H"],
  "positions_angstrom": [[1.844, -0.228, 0.401], [2.782, 0.232, 1.233], [-1.375, 1.426, -0.099], [-1.529, 0.119, -0.860], [-0.865, -1.014, -0.143], [-1.712, 2.253, -0.720], [-0.311, 1.614, 0.052], [-1.876, 1.357, 0.861], [-1.017, 0.162, -1.821], [-2.597, -0.065, -0.996], [-1.467, -1.186, 0.662], [-1.001, -1.849, -0.705], [0.412, -0.736, 0.282]],
  "forces_ev_per_angstrom": [[1.201, 0.085, -1.763], [-0.681, -0.161, 0.804], [0.912, -0.299, -0.474], [0.549, 0.247, -0.103], [-1.214, 0.150, 0.177], [-0.487, 0.018, 0.197], [-0.030, -0.070, 0.278], [-0.177, 0.322, 0.101], [-0.256, 0.218, -0.110], [0.080, -0.353, -0.214], [0.495, -0.073, 0.372], [0.473, -0.099, -0.095], [-0.864, 0.015, 0.828]]
}


(4)
{
  "formula": "C41H62N6O2PbS",
  "method": "the ωB97M-V functional and the def2-TZVPD basis",
  "e_tot_ev": -72645.1961,
  "e_lumo_ev": 0.28,
  "e_homo_ev": -7.3,
  "charge": 0,
  "species": ["Pb", "C", "C", "C", "C", "C", "C", "C", "C", "C", "C", "C", "C", "N", "C", "C", "C", "C", "C", "C", "C", "N", "C", "C", "C", "C", "C", "C", "C", "C", "C", "C", "C", "C", "H", "H", "H", "H", "H", "H", "H", "H", "H", "H", "H", "H", "H", "H", "H", "H", "H", "H", "H", "H", "H", "H", "H", "H", "H", "H", "H", "H", "H", "H", "H", "H", "H", "H", "H", "H", "H", "H", "H", "N", "N", "C", "O", "O", "H", "H", "H", "C", "C", "C", "C", "N", "C", "S", "N", "C", "C", "C", "C", "H", "H", "H", "H", "H", "H", "H", "H", "H", "H", "H", "H", "H", "H", "H", "H", "H", "H", "H", "H"],
  "positions_angstrom": [[0.158, -1.081, 0.179], [-1.819, 1.887, -1.864], [-0.795, 2.423, -2.866], [-1.340, 2.275, -4.297], [0.627, 1.870, -2.825], [1.629, 2.778, -3.166], [2.948, 2.392, -3.305], [3.291, 1.063, -3.136], [2.333, 0.120, -2.793], [2.727, -1.347, -2.737], [3.343, -1.779, -4.075], [3.703, -1.640, -1.593], [1.005, 0.537, -2.596], [0.058, -0.443, -2.169], [-0.655, -0.979, -3.101], [-1.707, -1.932, -3.027], [-2.231, -2.325, -4.283], [-3.294, -3.170, -4.414], [-3.878, -3.685, -3.245], [-3.407, -3.335, -2.013], [-2.303, -2.443, -1.828], [-1.858, -2.154, -0.595], [-2.646, -2.557, 0.510], [-3.737, -1.768, 0.935], [-4.394, -2.115, 2.111], [-4.024, -3.236, 2.838], [-2.993, -4.038, 2.381], [-2.285, -3.713, 1.228], [-1.187, -4.632, 0.725], [-0.179, -4.996, 1.819], [-1.803, -5.905, 0.130], [-4.246, -0.600, 0.110], [-4.359, 0.691, 0.924], [-5.608, -0.960, -0.502], [-2.631, 2.610, -1.764], [-1.387, 1.731, -0.880], [-2.255, 0.946, -2.200], [-0.696, 3.496, -2.676], [-1.548, 1.228, -4.521], [-0.627, 2.650, -5.032], [-2.273, 2.833, -4.402], [1.353, 3.815, -3.327], [3.705, 3.122, -3.567], [4.317, 0.751, -3.283], [1.830, -1.945, -2.572], [4.328, -1.329, -4.205], [2.716, -1.475, -4.914], [3.460, -2.863, -4.107], [4.580, -0.994, -1.649], [4.035, -2.679, -1.639], [3.232, -1.469, -0.625], [-0.431, -0.655, -4.122], [-1.753, -1.926, -5.171], [-3.684, -3.436, -5.387], [-4.706, -4.381, -3.315], [-3.859, -3.752, -1.124], [-5.215, -1.502, 2.461], [-4.552, -3.493, 3.747], [-2.739, -4.937, 2.931], [-0.648, -4.112, -0.069], [-0.652, -5.546, 2.633], [0.294, -4.101, 2.227], [0.606, -5.629, 1.401], [-2.385, -6.435, 0.887], [-1.021, -6.573, -0.233], [-2.460, -5.662, -0.704], [-3.542, -0.416, -0.699], [-5.063, 0.585, 1.751], [-4.711, 1.498, 0.280], [-3.388, 0.981, 1.322], [-6.347, -1.127, 0.285], [-5.541, -1.861, -1.109], [-5.962, -0.148, -1.139], [-1.089, -1.241, 2.992], [-1.306, 0.104, 3.279], [-1.271, 1.096, 2.276], [-1.595, 2.221, 2.657], [-0.896, 0.813, 1.079], [-1.954, -1.760, 2.873], [-0.551, -1.664, 3.738], [-1.964, 0.311, 4.015], [5.035, 1.568, 4.187], [4.257, 2.338, 5.258], [2.981, 3.018, 4.746], [1.829, 2.057, 4.422], [2.063, 1.273, 3.220], [1.980, 1.694, 1.956], [2.549, 0.630, 0.746], [1.569, 2.939, 1.720], [1.300, 3.481, 0.399], [1.856, 4.897, 0.239], [3.330, 4.948, -0.172], [4.281, 4.315, 0.842], [6.052, 1.367, 4.526], [5.095, 2.147, 3.264], [4.571, 0.612, 3.951], [4.907, 3.114, 5.667], [3.997, 1.666, 6.082], [3.224, 3.590, 3.846], [2.622, 3.719, 5.504], [0.891, 2.602, 4.308], [1.688, 1.353, 5.243], [2.418, 0.339, 3.315], [1.094, 3.409, 2.480], [0.218, 3.479, 0.240], [1.747, 2.812, -0.331], [1.719, 5.444, 1.178], [1.269, 5.410, -0.527], [3.606, 5.995, -0.322], [3.443, 4.431, -1.129], [4.160, 4.768, 1.828], [5.316, 4.461, 0.529], [4.103, 3.242, 0.923]],
  "forces_ev_per_angstrom": [[-0.528, 0.000, 0.554], [0.143, 0.032, 0.002], [-0.128, -0.227, -0.142], [0.024, 0.180, 0.092], [-0.056, 0.046, 0.090], [0.010, -0.067, 0.052], [0.072, 0.039, 0.007], [0.005, 0.006, 0.044], [-0.175, -0.071, -0.027], [0.250, 0.045, 0.050], [-0.135, -0.030, 0.080], [-0.185, 0.002, -0.051], [0.338, 0.195, -0.202], [-0.330, 0.148, 0.005], [0.209, 0.108, -0.026], [-0.275, -0.221, 0.052], [0.035, 0.059, 0.036], [-0.071, -0.075, -0.137], [0.074, 0.048, 0.070], [0.016, 0.036, 0.069], [0.002, -0.165, 0.087], [-0.053, 0.414, -0.329], [-0.086, -0.154, 0.200], [0.202, -0.030, -0.163], [0.009, -0.011, -0.002], [-0.056, -0.019, 0.010], [0.043, -0.050, 0.045], [-0.034, 0.147, -0.160], [-0.010, -0.161, 0.186], [-0.008, 0.108, -0.157], [0.085, 0.113, -0.046], [-0.180, 0.058, 0.141], [0.164, -0.126, -0.097], [0.129, 0.038, -0.019], [-0.025, -0.022, -0.017], [-0.042, 0.021, 0.116], [-0.030, -0.037, 0.016], [0.072, -0.031, 0.019], [-0.019, -0.019, -0.023], [-0.015, 0.004, -0.030], [-0.028, -0.030, -0.017], [-0.004, 0.001, -0.018], [0.002, 0.004, 0.005], [0.014, 0.005, 0.003], [0.011, 0.005, -0.035], [0.011, 0.002, -0.054], [0.008, -0.013, -0.022], [0.035, -0.002, 0.007], [0.022, -0.001, -0.009], [0.014, -0.008, 0.028], [0.092, -0.064, 0.041], [0.013, -0.017, 0.007], [-0.026, 0.047, -0.007], [0.059, -0.015, -0.017], [-0.029, 0.021, -0.005], [-0.086, -0.015, -0.032], [-0.022, 0.001, -0.018], [-0.006, -0.007, 0.002], [0.033, 0.005, 0.010], [-0.051, -0.023, -0.021], [0.028, 0.006, 0.036], [-0.014, 0.004, 0.077], [0.019, -0.029, 0.024], [-0.010, -0.026, 0.004], [-0.008, -0.024, -0.007], [-0.024, -0.048, -0.001], [0.058, -0.030, -0.019], [-0.031, 0.027, 0.013], [-0.022, 0.034, 0.034], [-0.170, 0.081, -0.017], [-0.032, 0.007, -0.007], [-0.032, -0.047, -0.020], [-0.020, 0.018, 0.015], [0.188, -0.254, -0.398], [0.125, 0.105, -0.272], [0.067, 0.383, 0.447], [0.083, 0.050, -0.109], [0.312, -0.852, -0.001], [-0.013, 0.050, 0.034], [0.029, 0.009, -0.047], [-0.001, 0.173, -0.028], [-0.024, 0.100, 0.155], [-0.094, 0.037, -0.225], [-0.012, -0.246, 0.061], [0.209, 0.221, -0.142], [-0.260, -0.068, 0.404], [0.361, -0.015, -0.252], [0.260, 0.301, -0.033], [-0.219, -0.204, 0.178], [-0.162, 0.269, -0.129], [0.176, -0.151, -0.070], [-0.062, -0.042, 0.234], [-0.025, 0.070, -0.148], [-0.003, -0.045, -0.013], [0.017, -0.028, -0.040], [0.016, -0.036, -0.073], [-0.023, -0.025, 0.053], [0.059, 0.054, 0.077], [-0.042, 0.103, 0.049], [-0.005, 0.044, -0.037], [-0.131, -0.018, 0.064], [-0.060, -0.002, -0.014], [0.029, -0.070, -0.049], [-0.003, -0.023, -0.039], [0.012, -0.085, 0.043], [-0.004, -0.067, -0.064], [-0.076, 0.079, -0.040], [-0.065, 0.012, 0.065], [0.034, -0.026, -0.083], [-0.008, 0.071, -0.051], [0.001, -0.018, 0.032], [0.025, -0.029, 0.040], [0.043, -0.033, 0.047]]
}


Please write out number 2 again, unchanged.
{
  "formula": "C4H5InO2",
  "method": "the ωB97M-V functional and the def2-TZVPD basis",
  "multiplicity": 2,
  "e_tot_ev": -13457.0896,
  "e_lumo_ev": [-13.13, -17.76],
  "de_lowest_kj_mol": 109.9,
  "e_homo_ev": [-22.4, -22.1],
  "charge": 3,
  "species": ["H", "C", "C", "O", "In", "H", "O", "C", "C", "H", "H", "H"],
  "positions_angstrom": [[-0.687, 1.720, 1.165], [-1.669, 1.841, 0.476], [-1.773, 0.514, 0.578], [-2.189, -0.481, 1.068], [-1.770, -2.407, 1.437], [-1.339, 2.268, -0.474], [-4.021, 4.506, 0.294], [-3.195, 4.069, 1.084], [-2.498, 3.992, 2.184], [-3.805, 4.396, -0.659], [-2.849, 3.316, 2.972], [-1.608, 4.618, 2.303]],
  "forces_ev_per_angstrom": [[-1.374, 1.114, -0.490], [3.616, -3.333, 0.017], [-0.908, 2.775, -0.313], [-0.845, 0.816, 0.135], [0.572, -2.846, 0.374], [-0.525, 0.471, 0.013], [0.626, 0.088, -0.099], [0.327, 1.399, 1.665], [-1.133, -0.214, -0.767], [-0.533, -0.297, -0.391], [0.317, -0.047, -0.159], [-0.140, 0.075, 0.014]]
}


Repeat the third record exactly.
{
  "formula": "C2H9NS",
  "method": "the ωB97M-V functional and the def2-TZVPD basis",
  "e_tot_ev": -14543.8820,
  "e_lumo_ev": 0.57,
  "de_lowest_kj_mol": 136.2,
  "e_homo_ev": -8.0,
  "charge": 0,
  "species": ["S", "H", "C", "C", "N", "H", "H", "H", "H", "H", "H", "H", "H"],
  "positions_angstrom": [[1.844, -0.228, 0.401], [2.782, 0.232, 1.233], [-1.375, 1.426, -0.099], [-1.529, 0.119, -0.860], [-0.865, -1.014, -0.143], [-1.712, 2.253, -0.720], [-0.311, 1.614, 0.052], [-1.876, 1.357, 0.861], [-1.017, 0.162, -1.821], [-2.597, -0.065, -0.996], [-1.467, -1.186, 0.662], [-1.001, -1.849, -0.705], [0.412, -0.736, 0.282]],
  "forces_ev_per_angstrom": [[1.201, 0.085, -1.763], [-0.681, -0.161, 0.804], [0.912, -0.299, -0.474], [0.549, 0.247, -0.103], [-1.214, 0.150, 0.177], [-0.487, 0.018, 0.197], [-0.030, -0.070, 0.278], [-0.177, 0.322, 0.101], [-0.256, 0.218, -0.110], [0.080, -0.353, -0.214], [0.495, -0.073, 0.372], [0.473, -0.099, -0.095], [-0.864, 0.015, 0.828]]
}